Entry 1:
ORCA calculation (the ωB97M-V functional and the def2-TZVPD basis) on a structure of composition C66H74FFeO6Se in a non-equilibrium geometry.

- Kohn-Sham gap (spin up / spin down): 3.65 / 5.70 eV
- Total energy: -6775.8374 a.u.
- Net charge: -2
- 2S+1: 6
- Molecular weight: 1117.1 Da

```
149
C66H74FFeO6Se (the ωB97M-V functional and the def2-TZVPD basis)
Fe -0.0110 -0.5067 -0.8497
C -2.2687 6.9118 1.6037
C -2.1511 6.7964 0.0814
C -1.1309 7.8402 -0.3954
C -3.5279 7.1069 -0.5244
C -1.7410 5.4070 -0.3785
C -1.6924 4.3110 0.4692
C -1.4745 3.0460 -0.0339
Se -1.3938 1.5694 1.2191
C 0.3098 1.9810 2.0636
C 0.4312 2.9472 3.0377
C 1.6591 3.1684 3.6476
C 2.6558 2.2228 3.3956
C 2.5413 1.1942 2.4833
C 1.4021 1.1854 1.6128
O 1.3362 0.5572 0.5071
C 3.6082 0.1020 2.4347
C 4.7563 0.5095 1.5011
C 3.0116 -1.2259 1.9545
C 4.1773 -0.1514 3.8438
C 1.9441 4.3520 4.5627
C 0.7477 5.3035 4.6727
C 2.2933 3.8704 5.9783
C 3.1327 5.1423 3.9897
C -1.3137 2.8037 -1.4155
O -1.3556 1.4983 -1.8259
C -1.1815 3.9260 -2.2621
C -1.4541 5.1770 -1.7253
C -0.7963 3.8949 -3.7440
C -2.0801 4.0863 -4.5904
C 0.2060 5.0260 -4.0560
C -0.0592 2.6124 -4.1438
H -2.5324 7.9374 1.8635
H -1.3281 6.6639 2.0899
H -3.0477 6.2569 1.9855
H -1.3574 8.8204 0.0248
H -1.1362 7.9276 -1.4783
H -0.1309 7.5511 -0.0819
H -3.8533 8.1094 -0.2461
H -4.2601 6.3905 -0.1592
H -3.4986 7.0336 -1.6089
H -1.8394 4.4034 1.5342
H -0.4407 3.5254 3.3013
H 3.5706 2.2910 3.9678
H 4.3819 0.6098 0.4865
H 5.5435 -0.2463 1.5125
H 5.1850 1.4630 1.8124
H 2.5190 -1.1114 0.9920
H 2.2693 -1.5825 2.6684
H 3.7984 -1.9766 1.8608
H 4.8699 0.6308 4.1524
H 4.7151 -1.0993 3.8577
H 3.3663 -0.2046 4.5678
H -0.0905 4.8160 5.1666
H 0.4262 5.6357 3.6885
H 1.0231 6.1816 5.2597
H 1.4502 3.3314 6.4052
H 2.5285 4.7180 6.6246
H 3.1495 3.2016 5.9608
H 2.8887 5.5117 2.9959
H 4.0113 4.5083 3.9042
H 3.3815 5.9928 4.6275
H -1.4678 6.0230 -2.3961
H -2.9543 4.1471 -3.9440
H -2.2320 3.2504 -5.2723
H -2.0425 5.0033 -5.1813
H -0.2133 6.0237 -3.9477
H 0.5453 4.9324 -5.0893
H 1.0690 4.9426 -3.3969
H -0.7233 1.7615 -4.2220
H 0.7134 2.3788 -3.4148
H 0.4179 2.7509 -5.1146
C -0.2404 -7.4412 -0.7205
C 0.1841 -6.2918 0.2220
C 0.6419 -6.8999 1.5652
O 1.2207 -5.5424 -0.3661
C 0.9012 -4.1456 -0.3153
C -0.6354 -4.1692 -0.1977
O -0.8934 -5.4207 0.4434
C -1.4237 -3.0325 0.5486
O -1.3112 -1.8703 -0.1326
C -1.0941 -2.7831 2.0199
C -1.6853 -1.6462 2.5686
C -1.4836 -1.2944 3.8875
C -0.6849 -2.0849 4.6998
C -0.0894 -3.2143 4.1683
C -0.2937 -3.5599 2.8403
C -2.8835 -3.5365 0.5155
C -3.7163 -3.0440 -0.4775
C -5.0257 -3.4732 -0.5821
C -5.5166 -4.4187 0.3001
C -4.6912 -4.9114 1.2974
C -3.3859 -4.4658 1.4154
C 1.5689 -3.3444 -1.4924
O 1.3462 -2.0257 -1.3220
C 1.2115 -3.7732 -2.9201
C 1.5401 -2.8589 -3.9192
C 1.3591 -3.1595 -5.2542
C 0.8285 -4.3876 -5.6217
C 0.4953 -5.3020 -4.6382
C 0.6952 -5.0030 -3.3003
C 3.0882 -3.6462 -1.4289
C 3.6228 -4.9073 -1.6566
C 4.9903 -5.1074 -1.6006
C 5.8488 -4.0464 -1.3515
C 5.3218 -2.7789 -1.1618
C 3.9543 -2.5855 -1.1993
H 0.6438 -7.9110 -1.1476
H -0.8626 -7.0442 -1.5185
H -0.8200 -8.1770 -0.1654
H 1.2484 -7.7861 1.3913
H -0.2379 -7.1566 2.1506
H 1.2402 -6.1765 2.1122
H 1.3349 -3.7026 0.5952
H -1.0641 -4.1812 -1.2141
H -2.3078 -1.0384 1.9283
H -1.9490 -0.4002 4.2827
H -0.5292 -1.8203 5.7392
H 0.5446 -3.8336 4.7942
H 0.1679 -4.4508 2.4550
H -3.3130 -2.3066 -1.1545
H -5.6663 -3.0632 -1.3505
H -6.5406 -4.7628 0.2138
H -5.0761 -5.6469 1.9928
H -2.7574 -4.8533 2.2027
H 1.9345 -1.9020 -3.6104
H 1.6438 -2.4403 -6.0128
H 0.6800 -4.6267 -6.6674
H 0.0864 -6.2653 -4.9185
H 0.4650 -5.7407 -2.5529
H 2.9644 -5.7366 -1.8589
H 5.3911 -6.1012 -1.7632
H 6.9199 -4.2091 -1.3101
H 5.9771 -1.9349 -0.9857
H 3.5102 -1.6139 -1.0486
F -6.0596 0.8074 -1.2810
C -4.8780 0.5098 -1.9319
C -4.8484 -0.6484 -2.7180
C -3.6268 -1.0483 -3.2288
C -2.4395 -0.2938 -3.0603
C -1.2093 -0.7786 -3.3971
C -2.5788 1.1302 -2.5671
C -3.8240 1.3523 -1.7831
H -5.7472 -1.2309 -2.8556
H -3.5418 -1.9975 -3.7416
H -0.3036 -0.1890 -3.3389
H -1.1022 -1.7854 -3.7586
H -2.5826 1.8130 -3.4397
H -3.9078 2.2434 -1.1818
```

=====

Entry 2:
ORCA calculation (the ωB97M-V functional and the def2-TZVPD basis) on a structure of composition C30H25BN12O5STi in a non-equilibrium geometry.

- Energy relative to the best compared isomer or geometry (same formula, charge and spin): 29.8 kcal per mole
- Kohn-Sham gap (spin up / spin down): 4.57 / 4.57 eV
- Total energy: -3463.9096 a.u.
- Net charge: +1
- 2S+1: 2
- Molecular weight: 724.4 Da

```
75
C30H25BN12O5STi (the ωB97M-V functional and the def2-TZVPD basis)
Ti -0.0332 -0.3682 -0.3422
C 1.4657 2.5064 2.5815
C 1.6541 1.7583 1.4385
N 0.5318 1.0940 1.1011
N -0.3863 1.3945 2.0736
C 0.1569 2.2500 2.9487
B -1.8337 0.8946 1.9606
N -2.3784 1.3539 0.5672
C -3.2294 2.3114 0.1905
C -3.3646 2.2810 -1.1893
C -2.5117 1.2693 -1.5912
N -1.8975 0.7210 -0.5325
N -1.8103 -0.6822 1.9556
C -2.5837 -1.5069 2.6619
C -2.1547 -2.8122 2.4550
C -1.0837 -2.6894 1.5892
N -0.8690 -1.3985 1.2914
N -2.7124 1.3086 3.1067
C -4.0282 1.6546 3.1935
C -4.3639 1.7106 4.5181
C -3.1763 1.3657 5.1934
N -2.1955 1.1130 4.3512
H 2.1599 3.1877 3.0387
H 2.5238 1.7111 0.8044
H -0.4228 2.6203 3.7754
H -3.6680 2.9836 0.9066
H -3.9711 2.9254 -1.7999
H -2.2831 0.9351 -2.5920
H -3.3696 -1.1197 3.2892
H -2.5527 -3.7078 2.8969
H -0.4453 -3.4559 1.1768
H -4.6505 1.7925 2.3277
H -5.3222 1.9640 4.9354
H -3.0008 1.2933 6.2548
O 4.3930 -5.3397 -2.8291
N 3.2522 -5.7515 -2.7818
O 2.8937 -6.8841 -2.9972
C 2.2049 -4.7680 -2.4056
C 0.9698 -4.9862 -2.8908
C -0.0782 -4.0450 -2.6360
C -1.3974 -4.2311 -3.0959
C -2.3527 -3.2973 -2.7970
C -1.9863 -2.1661 -2.0578
N -0.7473 -1.9540 -1.6423
C 0.1986 -2.8901 -1.9076
C 1.5136 -2.7139 -1.3300
N 1.6804 -1.6564 -0.4925
C 2.8394 -1.4836 0.1188
C 3.9175 -2.3535 -0.0816
C 3.7670 -3.4279 -0.9149
C 2.5299 -3.6426 -1.5689
H 0.7763 -5.8709 -3.4817
H -1.6438 -5.1153 -3.6701
H -3.3782 -3.4146 -3.1151
H -2.7135 -1.4089 -1.7956
H 2.9122 -0.6389 0.7932
H 4.8485 -2.1734 0.4359
H 4.5856 -4.1133 -1.0720
N 0.8371 0.6903 -2.1671
C 1.3111 2.0442 -1.8686
C 2.6841 2.2169 -1.7449
C 3.1735 3.4053 -1.2318
C 2.2950 4.3950 -0.8055
C 0.9394 4.2526 -1.0592
C 0.4339 3.0785 -1.6045
S 2.9328 5.7601 0.1897
O 4.1383 6.1500 -0.5065
O 3.1513 5.0701 1.4538
O 1.8473 6.7174 0.1911
H 1.6457 0.1789 -2.5186
H 0.1749 0.6731 -2.9426
H 3.3639 1.4213 -2.0421
H 4.2361 3.5744 -1.1061
H 0.2874 5.0748 -0.7909
H -0.6303 2.9647 -1.7671
```

=====

Entry 3:
ORCA calculation (the ωB97M-V functional and the def2-TZVPD basis) on a cluster of 2 separate species, C3H2Br2OS2 in total in a non-equilibrium geometry.

- Energy relative to the best compared isomer or geometry (same formula, charge and spin): 0.0 kcal per mole
- Kohn-Sham gap: 7.80 eV
- SMILES: Br/C=C/Br.O=C1SS1
- Total energy: -6135.0827 a.u.
- 2S+1: 1
- Molecular weight: 278.0 Da

```
10
C3H2Br2OS2 (the ωB97M-V functional and the def2-TZVPD basis)
Br -2.1707 0.7529 1.2282
C -1.2790 -0.1778 -0.1757
C -0.8641 0.3427 -1.3293
Br 0.2005 -0.7696 -2.4576
H -1.0407 -1.1099 0.2469
H -1.2156 1.3345 -1.5504
O 0.5241 -0.5866 1.9990
C 1.2629 -0.2532 1.1569
S 1.9583 1.2753 0.6416
S 2.6243 -0.8082 0.2404
```